The following is a quantum chemistry calculation of 11 unconnected molecules or ions with the total composition H22O11 at a distorted geometry, from OMol25.

XYZ file:
```
33
Properties=species:S:1:pos:R:3
O 1.69 0.24 0.94
H 0.89 -0.09 1.43
H 1.53 1.16 0.56
O 1.46 4.39 0.66
H 0.85 4.90 1.05
H 0.89 4.01 0.04
O -0.10 -2.66 3.78
H -0.88 -3.08 4.13
H 0.01 -1.86 4.35
O -3.58 -2.61 1.23
H -2.77 -2.18 1.11
H -4.40 -2.38 0.87
O 1.62 2.28 3.41
H 1.81 3.21 3.20
H 2.36 1.74 2.98
O 2.49 -1.69 -0.76
H 1.89 -1.15 -0.28
H 2.98 -2.28 -0.09
O -1.19 -0.48 -1.34
H -0.85 -1.31 -1.81
H -1.86 -1.02 -0.87
O 0.46 -3.91 -3.05
H 1.05 -3.35 -2.81
H -0.22 -3.87 -3.49
O -1.30 2.45 0.98
H -1.62 2.06 0.13
H -2.02 3.02 1.30
O 1.89 -0.45 -3.83
H 1.30 0.05 -3.23
H 2.82 -0.54 -3.60
O -2.33 2.10 -2.00
H -2.61 2.21 -2.87
H -2.27 1.10 -2.09
```

Output
Lowest unoccupied orbital energy ... -0.191 eV
Multiplicity ... 1
Net charge ... 0
Energy relative to the best compared isomer or geometry (same formula, charge and spin) ... 468.0 kJ/mol
SMILES ... O.O.O.O.O.O.O.O.O.O.O

What are the Mulliken partial charges on each atom? They are as follows, in elementary charge units: -0.695 0.324 0.306 -0.561 0.277 0.286 -0.643 0.317 0.330 -0.621 0.313 0.315 -0.629 0.308 0.318 -0.587 0.364 0.297 -0.622 0.281 0.301 -0.517 0.302 0.220 -0.576 0.331 0.274 -0.635 0.303 0.314 -0.617 0.295 0.330


The following is a quantum chemistry calculation of 11 unconnected molecules or ions with the total composition H22O11 at a distorted geometry, from OMol25.

XYZ file:
```
33
Properties=species:S:1:pos:R:3
O -0.79 1.77 1.59
H -0.85 1.97 2.50
H -1.71 1.67 1.38
O -1.13 -2.54 1.62
H -1.75 -2.74 0.90
H -0.50 -1.96 1.18
O -0.61 0.13 4.19
H 0.08 0.47 3.67
H -0.43 0.33 5.09
O -0.65 -3.14 -1.28
H -1.30 -3.55 -1.84
H 0.10 -3.75 -1.16
O 2.08 1.02 2.54
H 1.79 1.87 2.20
H 2.26 0.37 1.89
O 1.23 2.77 -1.17
H 1.70 1.94 -1.23
H 0.32 2.58 -1.08
O -1.70 2.65 -1.27
H -1.87 2.57 -2.21
H -1.69 1.77 -0.91
O -1.27 -0.23 -1.72
H -0.99 -0.06 -2.61
H -1.93 -0.91 -1.68
O 2.91 0.75 -0.54
H 2.56 -0.13 -0.33
H 3.84 0.68 -0.61
O 0.28 -0.57 0.46
H 0.22 0.35 0.74
H -0.17 -0.55 -0.36
O -0.07 -2.06 -3.61
H 0.23 -1.13 -3.65
H -0.20 -2.35 -2.69
```

Output
Lowest unoccupied orbital energy ... -0.283 eV
Multiplicity ... 1
Net charge ... 0
Energy relative to the best compared isomer or geometry (same formula, charge and spin) ... 195.4 kJ/mol
SMILES ... O.O.O.O.O.O.O.O.O.O.O

What are the Mulliken partial charges on each atom? They are as follows, in elementary charge units: -0.548 0.212 0.272 -0.645 0.255 0.407 -0.605 0.349 0.280 -0.618 0.298 0.278 -0.620 0.318 0.257 -0.627 0.340 0.363 -0.650 0.298 0.305 -0.625 0.229 0.234 -0.600 0.302 0.251 -0.476 0.278 0.395 -0.665 0.302 0.456


The following is a quantum chemistry calculation of 11 unconnected molecules or ions with the total composition H22O11 at a distorted geometry, from OMol25.

XYZ file:
```
33
Properties=species:S:1:pos:R:3
O -1.08 0.99 -2.79
H -1.24 0.59 -3.65
H -1.25 0.29 -2.17
O 1.43 2.56 -1.98
H 1.58 2.69 -2.92
H 0.57 2.14 -1.93
O -0.22 0.73 -0.16
H -0.66 -0.10 -0.35
H 0.57 0.48 0.31
O -1.95 -0.46 2.45
H -2.43 0.03 1.78
H -1.64 0.21 3.06
O -0.79 3.09 1.12
H -0.74 2.37 0.50
H -1.72 3.33 1.14
O 2.58 0.89 -0.06
H 2.10 1.49 -0.62
H 2.71 1.39 0.76
O -1.77 -1.63 -1.02
H -2.62 -1.98 -1.29
H -1.50 -2.20 -0.30
O 1.32 -1.14 1.34
H 1.79 -1.26 0.52
H 0.77 -1.91 1.42
O 1.89 0.58 3.35
H 1.58 0.04 2.62
H 2.70 0.98 3.03
O 0.67 -1.98 -2.81
H 0.40 -1.60 -3.64
H -0.14 -2.08 -2.31
O -0.79 -2.89 1.20
H -1.28 -2.12 1.49
H -0.86 -3.51 1.92
```

Output
Lowest unoccupied orbital energy ... -0.206 eV
Multiplicity ... 1
Net charge ... 0
Energy relative to the best compared isomer or geometry (same formula, charge and spin) ... 92.9 kJ/mol
SMILES ... O.O.O.O.O.O.O.O.O.O.O

What are the Mulliken partial charges on each atom? They are as follows, in elementary charge units: -0.603 0.276 0.222 -0.711 0.292 0.345 -0.055 0.150 0.314 -0.680 0.301 0.324 -0.635 0.337 0.302 -0.663 0.328 0.298 -0.617 0.241 0.370 -0.664 0.290 0.339 -0.635 0.329 0.295 -0.612 0.285 0.319 -0.749 0.338 0.330


The following is a quantum chemistry calculation of 11 unconnected molecules or ions with the total composition H22O11 at a distorted geometry, from OMol25.

XYZ file:
```
33
Properties=species:S:1:pos:R:3
H -0.43 -0.33 -1.75
H -0.19 0.80 -0.76
H 4.42 -2.81 -0.34
H 3.06 -2.21 -0.01
H 1.32 1.11 -0.29
H 2.14 0.91 0.98
H -3.64 3.67 1.09
H -4.14 2.27 0.79
H 0.02 -2.26 2.92
H 1.28 -1.70 2.29
H 5.01 1.57 -0.79
H 3.59 1.97 -0.41
H -5.58 -0.69 0.15
H -4.32 0.07 -0.21
H 0.49 -3.80 -1.21
H 0.83 -2.75 -0.17
H -1.06 -0.27 2.83
H -1.00 1.19 3.25
H 2.98 3.77 -1.99
H 2.55 2.32 -1.84
H -3.66 -1.66 -2.80
H -3.69 -1.92 -1.31
O 0.15 -0.06 -1.03
O 3.93 -1.98 -0.36
O 2.23 1.16 0.05
O -4.40 3.19 0.74
O 0.72 -1.62 3.07
O 4.24 1.26 -0.30
O -4.90 -0.63 -0.53
O 0.53 -2.85 -1.08
O -0.54 0.53 2.71
O 2.25 3.22 -1.68
O -4.17 -1.47 -2.01
```

Output
Lowest unoccupied orbital energy ... -0.270 eV
Multiplicity ... 1
Net charge ... 0
Energy relative to the best compared isomer or geometry (same formula, charge and spin) ... 608.0 kJ/mol
SMILES ... O.O.O.O.O.O.O.O.O.O.O

What are the Mulliken partial charges on each atom? They are as follows, in elementary charge units: 0.253 0.323 0.293 0.270 0.212 0.238 0.322 0.286 0.320 0.299 0.250 0.370 0.252 0.288 0.299 0.250 0.294 0.260 0.299 0.339 0.254 0.317 -0.576 -0.566 -0.509 -0.611 -0.632 -0.537 -0.532 -0.570 -0.521 -0.657 -0.575


The following is a quantum chemistry calculation of 11 unconnected molecules or ions with the total composition H22O11, from OMol25.

XYZ file:
```
33
Properties=species:S:1:pos:R:3
O -0.44 0.26 0.45
H -0.76 -0.62 0.24
H 0.51 0.15 0.52
O -4.93 1.10 -2.07
H -5.59 1.78 -2.17
H -4.37 1.41 -1.37
O -1.93 2.36 4.57
H -1.58 2.18 3.69
H -2.70 2.91 4.41
O -1.46 -0.01 -4.95
H -1.74 -0.72 -5.53
H -2.26 0.25 -4.49
O 4.56 4.40 -0.36
H 3.95 4.00 -0.98
H 5.20 4.86 -0.91
O 1.84 2.58 -3.79
H 1.05 2.05 -3.84
H 2.10 2.72 -4.70
O 4.37 1.46 3.81
H 4.52 2.08 3.09
H 4.45 2.00 4.60
O -6.77 -2.44 -0.31
H -6.13 -1.84 -0.69
H -7.55 -2.34 -0.86
O -1.03 -5.77 1.68
H -0.23 -5.93 1.18
H -1.68 -6.35 1.28
O 3.50 -1.13 -1.09
H 3.30 -0.62 -1.87
H 3.20 -2.01 -1.29
O 3.02 -3.25 4.05
H 3.28 -2.74 3.28
H 2.27 -2.78 4.41
```

Output
Lowest unoccupied orbital energy ... 0.049 eV
Multiplicity ... 1
Net charge ... 0
Energy relative to the best compared isomer or geometry (same formula, charge and spin) ... 251.9 kJ/mol
SMILES ... O.O.O.O.O.O.O.O.O.O.O

What are the Mulliken partial charges on each atom? They are as follows, in elementary charge units: -0.641 0.318 0.325 -0.643 0.320 0.325 -0.637 0.320 0.316 -0.635 0.316 0.322 -0.637 0.322 0.313 -0.636 0.323 0.313 -0.642 0.323 0.319 -0.642 0.326 0.315 -0.636 0.317 0.320 -0.643 0.321 0.320 -0.636 0.316 0.319


The following is a quantum chemistry calculation of 11 unconnected molecules or ions with the total composition H22O11 at a distorted geometry, from OMol25.

XYZ file:
```
33
Properties=species:S:1:pos:R:3
H 1.23 -0.03 0.86
H 0.03 0.75 0.35
H 1.36 2.83 -2.81
H 0.91 3.91 -1.84
H -4.04 1.37 1.53
H -3.57 -0.02 1.12
H -4.12 0.67 -0.67
H -3.67 2.04 -0.18
H 0.91 -4.37 -1.87
H 0.71 -2.87 -1.72
H 1.37 2.76 0.88
H 1.55 1.65 1.89
H -0.52 -0.58 -1.06
H -0.44 -0.12 -2.51
H -2.57 1.28 -2.44
H -3.16 2.68 -2.48
H 3.22 -2.98 -2.03
H 3.03 -1.53 -1.63
H 0.54 -3.43 3.73
H 0.26 -2.78 2.38
H 0.98 -1.11 4.08
H -0.08 -0.17 3.53
O 0.49 0.51 1.16
O 1.64 3.31 -2.03
O -3.27 0.78 1.56
O -3.34 1.16 -0.40
O 1.32 -3.58 -1.50
O 1.95 2.03 1.10
O -0.77 -0.84 -1.95
O -2.51 2.11 -2.92
O 3.58 -2.30 -1.46
O 0.84 -2.72 3.15
O 0.83 -0.46 3.38
```

Output
Lowest unoccupied orbital energy ... -0.411 eV
Multiplicity ... 1
Net charge ... 0
Energy relative to the best compared isomer or geometry (same formula, charge and spin) ... 613.8 kJ/mol
SMILES ... O.O.O.O.O.O.O.O.O.O.O

What are the Mulliken partial charges on each atom? They are as follows, in elementary charge units: 0.342 0.273 0.299 0.312 0.314 0.321 0.348 0.311 0.300 0.337 0.266 0.392 0.269 0.324 0.362 0.278 0.342 0.280 0.306 0.309 0.331 0.282 -0.656 -0.608 -0.576 -0.736 -0.621 -0.629 -0.640 -0.610 -0.626 -0.624 -0.572